This record from OMol25 describes one molecule with the formula C19H23N5O3. The level of theory is wB97M-V/def2-TZVPD.

The value obtained for the HOMO energy is -8.204 eV. The value obtained for the gap between HOMO and LUMO is 8.3 eV. Its total energy is -1237.3199 Ha. The calculation puts the LUMO energy at 0.08 eV. As for the multiplicity: 1. The SMILES is CCOc1ccc2cc(-c3nn([C@H](C)[C@H](C)O)c(N)c3C(N)=O)cnc2c1.

Bonds (Å) are listed after each position.
Geometry (Å):
1 C 7.7384 -0.0771 3.8976  C2 1.561, H28 1.098, H29 1.104, H30 1.074
2 C 6.2514 0.2435 3.5458  C1 1.561, O3 1.454, H31 1.109, H32 1.111
3 O 5.4182 -0.9387 3.6929  C2 1.454, C4 1.388
4 C 4.1399 -0.9127 3.1520  O3 1.388, C5 1.427, C27 1.419
5 C 3.1763 -1.8587 3.6140  C4 1.427, C6 1.391, H33 1.088
6 C 1.8748 -1.8645 3.1226  C5 1.391, C7 1.394, H34 1.094
7 C 1.4918 -0.9158 2.1750  C6 1.394, C8 1.399, C26 1.410
8 C 0.1815 -0.9477 1.6863  C7 1.399, C9 1.398, H35 1.095
9 C -0.1585 0.0488 0.7670  C8 1.398, C10 1.434, C24 1.405
10 C -1.4978 0.0975 0.2565  C9 1.434, N11 1.283, C20 1.469
11 N -1.7281 0.0291 -1.0038  C10 1.283, N12 1.370
12 N -3.0865 -0.0638 -1.1551  N11 1.370, C13 1.467, C18 1.383
13 C -3.7733 0.0465 -2.4469  N12 1.467, C14 1.548, C15 1.560, H36 1.095
14 C -4.4510 1.4335 -2.5557  C13 1.548, H37 1.091, H38 1.120, H39 1.086
15 C -4.7236 -1.1711 -2.6642  C13 1.560, C16 1.517, O17 1.431, H40 1.097
16 C -4.0826 -2.5171 -2.3851  C15 1.517, H41 1.098, H42 1.098, H43 1.106
17 O -5.1893 -1.1616 -4.0168  C15 1.431, H44 0.968
18 C -3.6936 -0.0577 0.0870  N12 1.383, N19 1.394, C20 1.310
19 N -5.0409 -0.0832 0.4451  C18 1.394, H45 1.044, H46 1.046
20 C -2.7624 0.0465 1.0027  C10 1.469, C18 1.310, C21 1.463
21 C -2.9642 0.1967 2.4442  C20 1.463, N22 1.355, O23 1.208
22 N -1.9611 0.4888 3.3071  C21 1.355, H47 0.997, H48 0.973
23 O -4.0534 0.1489 2.9638  C21 1.208
24 C 0.8296 0.9531 0.3422  C9 1.405, N25 1.334, H49 1.074
25 N 2.0870 0.9848 0.7871  C24 1.334, C26 1.356
26 C 2.4123 0.0448 1.7081  C7 1.410, N25 1.356, C27 1.390
27 C 3.7006 0.0707 2.2285  C4 1.419, C26 1.390, H50 1.091
28 H 8.1478 -0.7675 3.1480  C1 1.098
29 H 7.7978 -0.5269 4.9041  C1 1.104
30 H 8.3404 0.8122 3.9082  C1 1.074
31 H 6.2451 0.6177 2.5015  C2 1.109
32 H 5.8667 1.0939 4.1489  C2 1.111
33 H 3.4982 -2.6342 4.3054  C5 1.088
34 H 1.1963 -2.6318 3.5060  C6 1.094
35 H -0.5468 -1.7044 1.9954  C8 1.095
36 H -2.9820 -0.0266 -3.2000  C13 1.095
37 H -5.2746 1.5993 -1.8591  C14 1.091
38 H -3.6611 2.2040 -2.3631  C14 1.120
39 H -4.8543 1.5930 -3.5515  C14 1.086
40 H -5.6264 -1.0497 -2.0530  C15 1.097
41 H -3.8925 -2.6164 -1.3080  C16 1.098
42 H -3.1092 -2.6315 -2.8802  C16 1.098
43 H -4.7109 -3.3579 -2.7332  C16 1.106
44 H -5.6735 -1.9607 -4.2684  O17 0.968
45 H -5.7145 0.4758 -0.1237  N19 1.044
46 H -5.2025 0.0124 1.4746  N19 1.046
47 H -2.2498 0.8125 4.2051  N22 0.997
48 H -1.0946 0.7328 2.9389  N22 0.973
49 H 0.5923 1.7268 -0.3631  C24 1.074
50 H 4.2997 0.8759 1.8011  C27 1.091

Results of the Mulliken charge analysis, in e, for atoms 1 through 2: number 1, C, carries -1.286; number 2, C, carries -0.173


This record from OMol25 describes a 2-piece molecular cluster, C3H9NS overall. The level of theory is wB97M-V/def2-TZVPD.

As for the expectation value of S²: 0.75. As for the net charge: +1. The value obtained for the HOMO energy (spin up / spin down) is -13.898 / -13.845 eV. The value obtained for the gap between HOMO and LUMO (spin up / spin down) is 10.8 / 5.9 eV. Its total energy is -572.2915 Ha. The calculation puts the LUMO energy (spin up / spin down) at -3.12 / -7.91 eV. As for the multiplicity: 2.

Bonds (Å) are listed after each position.
Geometry (Å):
1 C 0.8905 0.2227 -2.0867  S2 1.810, H3 1.088, H4 1.092, H5 1.091
2 S 1.0187 1.6322 -0.9582  C1 1.810, H13 1.517
3 H 0.9097 0.5024 -3.1380  C1 1.088
4 H 1.7226 -0.4545 -1.8843  C1 1.092
5 H -0.0704 -0.2651 -1.9197  C1 1.091
6 C -0.7147 -0.1975 1.6109  C7 1.328, N8 1.432, H9 1.083
7 C -1.7767 -0.0235 0.8320  C6 1.328, H10 1.079, H11 1.084
8 N 0.6257 -0.4229 1.1598  C6 1.432, H12 1.012, H14 1.012
9 H -0.9319 -0.2937 2.6676  C6 1.083
10 H -2.7618 0.1546 1.2348  C7 1.079
11 H -1.7152 0.1063 -0.2421  C7 1.084
12 H 0.6858 -1.1646 0.4740  N8 1.012
13 H 0.8957 0.7700 0.2844  S2 1.517
14 H 1.2219 -0.5664 1.9655  N8 1.012

Results of the Mulliken charge analysis, in e, for atoms 1 through 2: number 1, C, carries -0.725; number 2, S, carries 0.152


This record from OMol25 describes one molecule with the formula C4H11N2O. The level of theory is wB97M-V/def2-TZVPD.

As for the expectation value of S²: 0.76. The value obtained for the HOMO energy (spin up / spin down) is -8.948 / -8.899 eV. The value obtained for the gap between HOMO and LUMO (spin up / spin down) is 9.8 / 6.7 eV. Its total energy is -343.5973 Ha. The calculation puts the LUMO energy (spin up / spin down) at 0.89 / -2.15 eV. As for the multiplicity: 2.

Bonds (Å) are listed after each position.
Geometry (Å):
1 C 0.4185 -0.7326 0.6017  N2 1.461, C5 1.581, H8 1.189, H9 1.057
2 N 1.2268 -0.1624 -0.4737  C1 1.461, C3 1.581, H10 1.064
3 C 2.4142 -1.1181 -0.8936  N2 1.581, O4 1.263, H11 1.139, H12 1.104
4 O 2.0995 -2.3379 -0.7994  C3 1.263
5 C -0.6381 0.2392 1.2651  C1 1.581, N6 1.470, H13 1.151, H14 1.188
6 N -1.9397 0.4466 0.6143  C5 1.470, C7 1.554, H15 1.032
7 C -1.8737 1.6606 -0.3531  N6 1.554, H16 1.116, H17 1.072, H18 1.056
8 H -0.0569 -1.7310 0.1651  C1 1.189
9 H 0.9972 -1.0843 1.4128  C1 1.057
10 H 0.5690 -0.0317 -1.3000  N2 1.064
11 H 2.5525 -0.8342 -1.9884  C3 1.139
12 H 3.2543 -0.6142 -0.3837  C3 1.104
13 H -0.9705 -0.1745 2.2861  C5 1.151
14 H -0.1493 1.2936 1.5129  C5 1.188
15 H -2.0251 -0.3851 0.0086  N6 1.032
16 H -2.2814 2.5015 0.2579  C7 1.116
17 H -0.9578 1.6869 -0.9100  C7 1.072
18 H -2.6396 1.3775 -1.0227  C7 1.056

Results of the Mulliken charge analysis, in e, for atoms 1 through 2: number 1, C, carries -0.517; number 2, N, carries -0.379


This record from OMol25 describes a 2-piece molecular cluster, C2H4O2 overall. The level of theory is wB97M-V/def2-TZVPD.

The value obtained for the HOMO energy is -10.122 eV. The value obtained for the gap between HOMO and LUMO is 10.6 eV. Its total energy is -229.0152 Ha. The calculation puts the LUMO energy at 0.50 eV. As for the multiplicity: 1. The SMILES is C=O.C=O.

Bonds (Å) are listed after each position.
Geometry (Å):
1 C 0.2832 -0.5968 9.6706  O2 1.238, H3 1.116, H4 1.116
2 O 0.1500 0.5015 10.2258  C1 1.238
3 H -0.5966 -1.2421 9.4364  C1 1.116
4 H 1.2909 -1.0162 9.4380  C1 1.116
5 C 1.0525 -5.0137 10.9872  O6 1.224, H7 1.116, H8 1.116
6 O 0.0683 -4.2852 10.9992  C5 1.224
7 H 1.0680 -6.0337 11.4395  C5 1.116
8 H 1.9874 -4.6730 10.4819  C5 1.116

Results of the Mulliken charge analysis, in e, for atoms 1 through 2: number 1, C, carries 0.004; number 2, O, carries -0.414


This record from OMol25 describes a 2-piece molecular cluster, C6H5ClF3N3 overall. The level of theory is wB97M-V/def2-TZVPD.

The value obtained for the HOMO energy (spin up / spin down) is -8.469 / -7.979 eV. The value obtained for the gap between HOMO and LUMO (spin up / spin down) is 8.4 / 6.7 eV. Its total energy is -1155.5324 Ha. The calculation puts the LUMO energy (spin up / spin down) at -0.07 / -1.32 eV. As for the multiplicity: 1.

Bonds (Å) are listed after each position.
Geometry (Å):
1 C 1.4523 -2.0246 1.3297  C2 1.374, N7 1.300, H14 0.999
2 C 1.5180 -2.2238 -0.0285  C1 1.374, N8 1.330, H15 1.149
3 C 1.1349 0.1236 0.7904  C4 1.418, N7 1.287
4 C 1.1989 -0.0537 -0.6147  C3 1.418, N8 1.353, N9 1.403
5 C -2.1814 1.5906 0.9913  C6 1.455, Cl13 1.671, H16 1.072
6 C -2.2857 0.9169 -0.2939  C5 1.455, F10 1.336, F11 1.355, F12 1.368
7 N 1.2336 -0.7941 1.6871  C1 1.300, C3 1.287
8 N 1.5704 -1.3005 -0.9845  C2 1.330, C4 1.353
9 N 1.2204 1.0137 -1.5254  C4 1.403, H17 0.987, H18 0.981
10 F -3.5757 0.9012 -0.6415  C6 1.336
11 F -1.8699 -0.3729 -0.2997  C6 1.355
12 F -1.5821 1.4665 -1.3305  C6 1.368
13 Cl -0.6087 1.9686 1.4123  C5 1.671
14 H 1.6937 -2.6278 2.0883  C1 0.999
15 H 1.9471 -3.2233 -0.3988  C2 1.149
16 H -3.1181 1.9327 1.3837  C5 1.072
17 H 0.8744 1.8249 -1.0811  N9 0.987
18 H 1.3779 0.8818 -2.4841  N9 0.981

Results of the Mulliken charge analysis, in e, for atoms 1 through 2: number 1, C, carries -0.411; number 2, C, carries -0.123


This record from OMol25 describes a 2-piece molecular cluster, C5H3O4 overall. The level of theory is wB97M-V/def2-TZVPD.

As for the net charge: -1. The value obtained for the HOMO energy is -2.669 eV. The value obtained for the gap between HOMO and LUMO is 6.2 eV. Its total energy is -493.2344 Ha. The calculation puts the LUMO energy at 3.55 eV. As for the multiplicity: 1.

Bonds (Å) are listed after each position.
Geometry (Å):
1 C -0.6247 -0.2802 0.0858  C2 1.448, C3 1.349, H10 1.105
2 C -1.2413 1.0177 0.2609  C1 1.448, C5 1.287, H11 1.159
3 C 0.6905 -0.5064 0.2811  C1 1.349, O9 1.418
4 C 2.6113 1.5317 0.0105  O6 1.165, O8 1.132
5 C -2.4392 1.3761 -0.0449  C2 1.287, O7 1.245
6 O 2.0273 2.4045 0.5149  C4 1.165
7 O -3.5516 1.8878 -0.2728  C5 1.245
8 O 3.2738 0.8229 -0.5734  C4 1.132
9 O 1.1746 -1.8048 -0.0179  C3 1.418, H12 1.029
10 H -1.3153 -0.9259 -0.4853  C1 1.105
11 H -0.6306 1.7889 0.8742  C2 1.159
12 H 2.2030 -1.8332 -0.0383  O9 1.029

Results of the Mulliken charge analysis, in e, for atoms 1 through 2: number 1, C, carries -0.101; number 2, C, carries -0.317